[1]
# C40H52AsN3O2PSi2Tl

C40H52AsN3O2PSi2Tl as an isolated structure (ωB97M-V with the def2-TZVPD basis set, the Open Molecules 2025 dataset).

Structure (XYZ):
```
102
Properties=species:S:1:pos:R:3:forces:R:3
Tl 0.438 -0.306 -0.578 0.14 0.00 -0.27
O 2.212 -0.567 1.968 0.15 0.00 0.07
C 2.651 0.628 2.555 -0.02 -0.14 -0.03
C 1.566 1.669 2.728 0.14 0.27 -0.03
C 1.803 2.843 3.445 0.01 -0.09 -0.09
C 0.787 3.776 3.529 -0.05 0.07 0.03
C -0.422 3.525 2.893 0.03 -0.03 -0.01
C -0.563 2.329 2.209 0.00 0.07 -0.05
N 0.406 1.420 2.149 0.00 0.05 -0.07
H 1.322 -0.767 2.290 0.00 0.06 -0.04
H 3.420 1.031 1.888 0.01 0.04 0.03
H 3.125 0.448 3.531 0.01 -0.01 0.01
H 2.765 3.013 3.914 0.00 0.00 0.01
H 0.936 4.696 4.083 0.00 0.00 -0.01
H -1.238 4.234 2.927 -0.01 0.00 0.01
H -1.474 2.081 1.674 0.00 -0.03 0.04
C 0.435 -4.774 -2.533 0.02 -0.04 -0.14
Si 1.105 -3.693 -1.133 -0.08 -0.15 0.23
C 2.450 -4.733 -0.294 0.11 0.03 0.00
C -0.291 -3.638 0.136 0.03 0.10 0.03
N 1.588 -2.135 -1.578 -0.06 -0.08 0.01
C 2.585 -1.827 -2.471 0.04 -0.07 -0.05
C 3.334 -2.790 -3.164 -0.03 -0.03 0.01
C 4.342 -2.473 -4.074 0.01 0.04 -0.02
C 4.631 -1.145 -4.324 -0.03 -0.03 0.03
C 3.906 -0.160 -3.651 0.02 0.03 0.00
C 2.897 -0.444 -2.721 0.01 0.06 0.00
N 2.191 0.526 -2.043 -0.06 0.08 0.05
Si 2.516 2.175 -2.087 -0.01 0.21 0.06
C 1.409 3.119 -0.887 -0.06 -0.04 0.04
C 4.267 2.674 -1.561 0.12 -0.07 -0.02
C 2.221 3.022 -3.763 0.00 -0.03 -0.11
H -0.036 -5.669 -2.115 -0.01 -0.01 -0.02
H 1.214 -5.092 -3.230 0.00 -0.02 -0.01
H -0.317 -4.227 -3.107 -0.03 0.00 0.02
H 2.122 -5.773 -0.196 0.01 -0.01 0.03
H 2.644 -4.339 0.707 0.00 0.00 0.01
H 3.396 -4.719 -0.840 0.00 -0.01 -0.02
H -0.233 -4.517 0.785 -0.03 -0.05 -0.04
H -1.284 -3.621 -0.319 0.00 0.04 -0.01
H -0.233 -2.762 0.789 0.02 -0.02 0.02
H 3.115 -3.836 -2.980 0.01 -0.01 -0.02
H 4.884 -3.267 -4.579 0.00 -0.01 0.00
H 5.408 -0.863 -5.028 0.00 0.00 -0.01
H 4.131 0.881 -3.858 0.03 0.00 0.00
H 1.719 2.964 0.150 0.00 0.00 0.02
H 0.360 2.820 -0.955 -0.01 0.00 0.00
H 1.466 4.193 -1.096 0.03 0.01 0.00
H 4.469 2.301 -0.552 -0.01 0.02 0.02
H 4.377 3.763 -1.555 0.00 0.01 0.01
H 5.032 2.254 -2.217 0.02 0.02 -0.01
H 1.166 3.285 -3.877 -0.01 0.00 0.00
H 2.484 2.367 -4.596 0.02 0.00 0.00
H 2.809 3.941 -3.852 -0.03 0.03 -0.01
O -2.814 -0.950 -0.878 -0.05 -0.10 -0.40
C -3.250 -1.693 -0.058 -0.17 0.17 0.00
C -3.987 -2.148 0.950 0.07 -0.28 -0.10
C -5.130 -3.051 0.732 0.05 0.11 0.06
C -5.790 -3.591 1.779 -0.01 -0.03 0.20
C -5.424 -3.339 3.149 0.00 -0.01 -0.23
C -4.343 -2.510 3.368 0.05 -0.03 0.01
C -3.580 -1.927 2.355 -0.03 0.09 0.34
P -2.255 -0.780 2.638 -0.15 0.14 0.08
C -1.054 -1.592 3.762 0.03 0.00 -0.11
C -1.050 -2.968 3.971 0.00 -0.05 0.04
C -0.026 -3.574 4.689 -0.02 0.01 -0.01
C 1.019 -2.818 5.200 0.03 0.02 -0.01
C 1.038 -1.445 4.984 -0.06 -0.11 0.05
C 0.014 -0.844 4.267 -0.05 0.15 0.24
C -3.020 0.485 3.753 -0.05 -0.15 -0.02
C -2.691 0.754 5.078 0.00 0.01 0.06
C -3.350 1.751 5.793 0.03 -0.03 -0.02
C -4.353 2.497 5.198 -0.01 0.02 -0.03
C -4.705 2.227 3.878 0.01 0.01 0.02
C -4.046 1.238 3.171 0.00 0.03 -0.01
H -5.436 -3.267 -0.284 0.00 0.00 -0.01
H -6.632 -4.244 1.568 -0.01 0.02 0.02
H -5.971 -3.784 3.969 -0.03 -0.01 0.00
H -4.056 -2.287 4.395 0.01 0.00 -0.01
H -1.856 -3.561 3.554 0.00 0.00 0.00
H -0.040 -4.647 4.836 0.01 -0.01 0.00
H 1.824 -3.294 5.747 0.01 -0.01 -0.01
H 1.860 -0.845 5.354 0.01 0.01 0.03
H 0.045 0.228 4.091 -0.07 -0.27 0.13
H -1.923 0.173 5.573 0.01 0.00 -0.01
H -3.077 1.935 6.826 0.01 0.01 0.00
H -4.860 3.278 5.752 -0.02 -0.01 0.01
H -5.500 2.788 3.401 0.01 0.02 0.00
H -4.337 1.022 2.148 0.02 0.00 -0.01
C -2.138 3.702 -3.084 0.01 0.02 -0.07
As -2.293 2.036 -2.036 0.09 0.07 0.12
C -4.137 1.643 -2.574 -0.08 -0.06 -0.03
C -1.384 0.917 -3.360 -0.02 -0.05 0.01
H -2.543 3.570 -4.090 0.00 0.02 -0.01
H -1.084 3.972 -3.161 0.01 0.02 0.01
H -2.667 4.514 -2.583 -0.02 0.00 0.00
H -4.773 2.490 -2.311 -0.02 -0.01 0.00
H -4.480 0.757 -2.042 0.02 0.00 0.00
H -4.194 1.466 -3.650 -0.03 0.04 -0.01
H -1.825 1.076 -4.347 0.01 0.00 0.00
H -1.478 -0.130 -3.075 -0.04 0.01 0.01
H -0.322 1.166 -3.383 0.01 -0.02 0.01
```
Positions in Å, forces in eV/Å.

Properties
frontier orbital gap	4.199	eV
energy	-141467.031	eV
LUMO level	4.1	eV
energy above the lowest of the compared OMol25 structures with the same formula, charge and spin	0.0	kcal per mole
total charge	-2
multiplicity	1

=====

[2]
# C11H18N4O3

C11H18N4O3 as an isolated structure (ωB97M-V with the def2-TZVPD basis set, the Open Molecules 2025 dataset).

Structure (XYZ):
```
36
Properties=species:S:1:pos:R:3:forces:R:3
O 3.174 2.177 -0.179 4.04 -1.73 -0.48
N 4.324 1.532 -0.267 -1.69 3.77 -0.49
O 5.415 2.104 -0.543 -3.35 -2.50 0.97
C 4.161 0.139 0.026 1.02 -3.52 -1.39
N 5.184 -0.799 -0.134 -3.29 3.41 1.96
C 4.662 -1.918 0.432 -6.30 4.58 -0.53
C 3.276 -1.901 0.816 7.84 9.38 -4.64
N 2.956 -0.475 0.328 0.53 -3.30 2.44
C 1.571 0.006 0.451 0.06 0.36 -0.58
H 1.664 0.966 0.892 -0.15 1.42 -0.32
H 1.025 -0.464 1.262 0.06 -1.15 -0.35
C 0.835 0.006 -0.941 2.86 -5.86 3.32
O 0.892 -1.602 -1.384 -1.55 3.70 1.74
H 0.133 -1.727 -0.776 0.31 -1.18 -0.41
C -0.477 0.522 -0.911 -0.93 -0.64 8.14
N -1.418 -0.374 0.098 4.76 -2.03 -9.51
C -2.428 -1.047 -0.736 4.55 14.63 -6.81
C -3.624 0.075 -0.947 4.67 0.34 -1.61
C -3.979 0.778 0.245 -3.37 -4.54 5.73
C -2.939 1.303 1.206 0.96 1.60 -4.60
C -1.857 0.194 1.150 -0.63 5.76 10.73
H -1.075 0.713 1.932 -0.50 -1.39 -2.19
H -2.207 -0.527 1.882 -0.54 -0.77 0.06
H -3.295 1.639 2.249 0.74 -0.40 -2.00
H -2.514 2.292 0.311 -0.77 -2.16 3.29
H -4.765 1.456 0.139 -1.49 0.93 -0.39
H -4.523 -0.326 0.883 0.91 3.19 -0.89
H -4.364 -0.190 -1.605 -2.47 -1.49 -0.77
H -3.292 0.918 -1.528 1.54 0.42 -1.15
H -2.052 -1.305 -1.669 0.73 -0.90 -1.35
H -2.851 -1.619 -0.267 -7.50 -11.97 8.75
H -0.425 1.511 -0.471 0.01 0.33 0.38
H -0.790 0.687 -1.791 -3.32 0.48 -6.54
H 1.535 0.321 -1.586 1.85 1.95 -2.71
H 2.646 -2.601 0.964 -4.65 -4.38 1.20
H 5.422 -2.467 0.467 5.08 -6.36 0.98
```
Positions in Å, forces in eV/Å.

Properties
frontier orbital gap	7.607	eV
energy	-23787.843	eV
LUMO level	-1.3	eV
energy above the lowest of the compared OMol25 structures with the same formula, charge and spin	360.9	kcal per mole
multiplicity	1

=====

[3]
# C21H30BrN7OPd

C21H30BrN7OPd as an isolated structure (ωB97M-V with the def2-TZVPD basis set, the Open Molecules 2025 dataset).

Structure (XYZ):
```
61
Properties=species:S:1:pos:R:3:forces:R:3
Pd 1.005 -1.806 -0.342 -0.13 0.01 0.34
N 2.856 -0.752 0.444 -0.35 1.72 0.14
C 3.326 0.174 -0.671 -2.00 -1.39 -0.23
C 3.481 -0.581 -2.002 -0.08 1.09 -1.62
C 4.102 -1.957 -2.029 0.16 -0.95 -0.65
C 3.123 -3.144 -2.230 0.88 0.46 0.12
N 2.344 -3.458 -1.010 0.48 0.27 0.49
H 2.529 -0.160 1.236 0.05 -0.46 -0.88
H 3.621 -1.241 0.874 0.47 -0.47 -0.23
H 4.250 0.637 -0.425 0.67 0.70 0.38
H 2.466 0.877 -0.826 1.09 -0.20 0.36
H 4.147 0.052 -2.695 -1.16 -0.51 1.06
H 2.501 -0.686 -2.531 0.49 0.45 0.49
H 4.698 -2.103 -1.152 0.65 -0.33 0.59
H 4.782 -1.963 -2.899 -0.16 -0.31 0.48
H 3.638 -4.045 -2.617 -0.05 0.50 0.31
H 2.463 -2.792 -3.013 -0.53 -0.28 -0.08
H 2.956 -3.737 -0.218 -0.41 0.30 -0.89
H 1.773 -4.255 -1.201 -0.38 -0.64 -0.08
Br -4.273 -5.345 6.190 -0.22 0.90 -0.64
C -4.850 -4.072 4.857 -0.25 -0.75 -0.01
C -5.977 -4.351 4.127 -0.18 0.65 -0.90
C -6.391 -3.514 3.085 1.57 -0.09 1.17
C -5.593 -2.432 2.725 0.13 0.59 0.21
C -4.466 -2.121 3.482 -0.06 0.48 0.39
C -4.168 -2.931 4.555 2.46 0.73 0.77
N -5.989 -1.588 1.705 0.23 -0.38 -0.58
N -5.255 -0.587 1.401 1.02 0.72 -0.66
C -4.111 -0.470 0.735 -3.74 1.42 1.68
C -3.590 0.937 0.817 -0.55 -1.48 0.70
C -2.290 1.113 0.607 1.76 -0.01 -0.28
C -1.396 -0.062 0.290 0.10 1.40 -0.59
O -0.162 0.092 0.186 -1.47 -0.49 0.29
C -2.051 -1.379 -0.026 -1.28 -0.35 0.31
N -1.256 -2.372 -0.412 0.66 -0.37 -0.62
C -1.783 -3.554 -0.733 -0.69 1.32 0.72
C -3.167 -3.816 -0.675 1.81 -1.53 0.20
C -4.009 -2.839 -0.247 -1.26 0.35 0.56
C -3.456 -1.583 0.126 1.94 -0.22 -0.60
H -6.431 -5.246 4.407 -1.43 -1.18 -0.01
H -7.279 -3.573 2.560 -1.76 -0.80 -0.85
H -3.987 -1.152 3.273 0.19 -0.80 0.41
H -3.292 -2.757 5.178 -0.10 0.45 -0.21
H -4.232 1.722 1.289 0.40 -0.91 -0.87
H -1.822 2.113 0.712 -0.16 -0.93 -0.05
H -1.056 -4.289 -0.941 0.42 -0.94 -0.42
H -3.440 -4.892 -0.765 -0.24 1.17 -0.36
H -5.080 -3.152 -0.165 0.97 0.99 0.17
N 3.972 6.298 -0.373 1.08 0.02 -2.28
C 3.728 7.471 -1.378 -0.96 -0.18 0.66
C 4.052 7.027 -2.846 -1.08 -0.02 1.09
N 3.867 8.113 -3.729 1.84 0.37 -0.37
H 3.642 6.491 0.544 0.03 0.43 1.19
H 4.979 6.052 -0.413 -0.71 -0.02 0.51
H 3.426 5.508 -0.718 0.19 -0.15 0.00
H 4.372 8.327 -1.100 -0.53 -0.53 0.10
H 2.638 7.652 -1.165 1.11 0.42 -0.72
H 3.356 6.181 -3.100 0.87 0.44 0.07
H 5.109 6.729 -2.824 -0.31 -0.25 -0.41
H 4.664 8.714 -3.944 -0.62 -0.46 0.18
H 2.990 8.478 -3.993 -0.88 0.05 -0.04
```
Positions in Å, forces in eV/Å.

Properties
frontier orbital gap (alpha / beta)	5.972 / 7.253	eV
energy	-108247.252	eV
LUMO level (alpha / beta)	-5.6 / -5.6	eV
energy above the lowest of the compared OMol25 structures with the same formula, charge and spin	19.4	kcal per mole
total charge	+2
multiplicity	3

=====

[4]
# C5H8O2

C5H8O2 as an isolated structure (ωB97M-V with the def2-TZVPD basis set, the Open Molecules 2025 dataset).

Structure (XYZ):
```
15
Properties=species:S:1:pos:R:3:forces:R:3
O -1.494 -0.761 -1.768 0.12 0.04 -0.17
C -1.354 -0.375 -0.435 -0.31 0.00 0.21
C -0.229 -1.185 0.387 0.05 -0.18 0.01
C 0.514 0.089 0.249 -0.05 0.04 -0.57
O 1.558 0.770 1.894 0.46 0.15 0.33
C 0.820 0.891 -0.780 0.09 -0.32 -0.19
C -0.582 0.946 -0.186 -0.44 0.16 0.11
H -0.724 -0.405 -2.237 -0.16 -0.12 -0.02
H -2.334 -0.449 0.041 0.07 -0.01 -0.08
H -0.591 -1.413 1.393 0.07 0.11 -0.15
H 0.208 -2.071 -0.085 -0.12 0.09 0.06
H 2.280 0.131 1.818 0.04 0.14 0.16
H 1.735 1.401 1.167 0.07 -0.06 0.39
H 1.198 0.607 -1.758 0.03 0.12 0.01
H -1.005 1.822 0.301 0.08 -0.15 -0.09
```
Positions in Å, forces in eV/Å.

Properties
frontier orbital gap	9.130	eV
energy	-9404.174	eV
LUMO level	0.7	eV
energy above the lowest of the compared OMol25 structures with the same formula, charge and spin	130.5	kcal per mole
multiplicity	1